Record 1
{"formula": "C31H40GeOReS4", "method": "wB97M-V/def2-TZVPD", "elements": ["Re", "C", "C", "S", "C", "C", "S", "C", "C", "S", "C", "C", "S", "H", "H", "H", "H", "H", "H", "H", "H", "H", "H", "H", "H", "H", "H", "H", "H", "C", "C", "C", "C", "O", "H", "H", "H", "H", "H", "H", "H", "H", "H", "C", "Ge", "C", "C", "C", "C", "C", "C", "C", "C", "C", "C", "C", "C", "C", "C", "C", "C", "C", "C", "H", "H", "H", "H", "H", "H", "H", "H", "H", "H", "H", "H", "H", "H", "H"], "positions_angstrom": [[1.1431, -1.0463, 0.4054], [0.1251, -1.6309, -3.1369], [1.1701, -2.6603, -2.7729], [2.2660, -2.1748, -1.3955], [2.8275, -3.8253, -0.8695], [3.5825, -3.7343, 0.4455], [2.8005, -2.7496, 1.7542], [1.6029, -3.8540, 2.5383], [0.4095, -4.2438, 1.6922], [-0.4715, -2.7780, 1.0578], [-1.1760, -3.5149, -0.4495], [-1.9446, -2.5064, -1.2742], [-1.0998, -1.0421, -1.9339], [-0.5103, -2.0276, -3.9353], [0.5594, -0.7057, -3.5209], [1.8396, -2.7802, -3.6268], [0.7371, -3.6337, -2.5571], [3.4888, -4.1935, -1.6560], [1.9625, -4.4850, -0.8103], [4.5548, -3.2608, 0.3022], [3.7721, -4.7350, 0.8365], [1.2968, -3.3125, 3.4357], [2.1268, -4.7503, 2.8741], [-0.3113, -4.7943, 2.2987], [0.6920, -4.8706, 0.8475], [-1.8758, -4.2873, -0.1220], [-0.3754, -4.0029, -0.9980], [-2.7759, -2.0725, -0.7129], [-2.3668, -2.9825, -2.1642], [4.0714, 0.5558, 2.7631], [2.7928, 1.1665, 2.2400], [3.0205, 2.2899, 1.2583], [1.7988, 1.4864, 3.3289], [2.1250, 0.0486, 1.4014], [4.5551, 1.2775, 3.4230], [4.7639, 0.3252, 1.9542], [3.8709, -0.3432, 3.3447], [3.3479, 3.1697, 1.8146], [2.0978, 2.5513, 0.7427], [3.7944, 2.0349, 0.5355], [2.1941, 2.3146, 3.9184], [1.6561, 0.6364, 3.9961], [0.8443, 1.8022, 2.9106], [-0.1959, -0.2451, -0.5958], [-1.3780, 1.6035, -0.4923], [-0.9930, 2.2047, -2.2836], [0.2205, 1.9195, -2.9143], [0.4876, 2.4145, -4.1837], [-0.4567, 3.2005, -4.8312], [-1.6565, 3.5067, -4.2042], [-1.9249, 3.0158, -2.9334], [-2.9797, 0.5482, -0.1962], [-4.0216, 0.5103, -1.1255], [-5.1509, -0.2611, -0.8795], [-5.2482, -1.0020, 0.2922], [-4.2162, -0.9747, 1.2243], [-3.0858, -0.2074, 0.9781], [-0.9937, 2.8847, 0.8720], [-1.5688, 2.8077, 2.1445], [-1.3742, 3.8318, 3.0564], [-0.6148, 4.9416, 2.7023], [-0.0554, 5.0352, 1.4344], [-0.2458, 4.0118, 0.5184], [0.9920, 1.3567, -2.3939], [1.4391, 2.2129, -4.6590], [-0.2487, 3.5918, -5.8179], [-2.3818, 4.1374, -4.7006], [-2.8598, 3.2849, -2.4538], [-3.9609, 1.0827, -2.0439], [-5.9619, -0.2724, -1.5956], [-6.1363, -1.5890, 0.4861], [-4.3038, -1.5346, 2.1467], [-2.2916, -0.1878, 1.7188], [-2.1981, 1.9709, 2.4214], [-1.8305, 3.7778, 4.0358], [-0.4771, 5.7469, 3.4117], [0.5121, 5.9127, 1.1545], [0.1765, 4.1020, -0.4766]], "atomic_forces_ev_per_a": [[0.267, 0.150, 0.392], [0.049, 0.021, -0.047], [-0.024, 0.023, 0.023], [0.101, -0.046, 0.050], [-0.145, -0.046, -0.067], [0.050, -0.005, -0.022], [-0.278, 0.131, -0.142], [-0.001, -0.030, 0.074], [-0.044, -0.030, -0.114], [0.117, -0.064, -0.027], [-0.012, -0.001, 0.053], [-0.019, -0.067, -0.001], [-0.135, 0.093, -0.117], [0.026, -0.003, -0.018], [0.000, 0.026, 0.046], [-0.032, 0.010, -0.030], [0.012, 0.003, 0.022], [0.010, -0.012, 0.014], [0.004, 0.010, 0.018], [-0.006, 0.007, -0.008], [0.002, 0.010, 0.023], [-0.010, -0.010, 0.002], [0.030, 0.011, -0.017], [-0.004, -0.006, -0.010], [0.027, -0.004, 0.020], [-0.041, 0.047, 0.021], [-0.023, -0.018, -0.009], [-0.002, -0.004, -0.003], [0.034, 0.014, -0.022], [0.003, 0.044, 0.038], [0.295, -0.286, 0.139], [-0.057, 0.002, -0.022], [-0.057, 0.000, -0.052], [-0.514, 0.624, -0.391], [0.019, 0.004, -0.020], [0.001, -0.014, -0.009], [0.007, 0.034, 0.036], [0.049, -0.021, 0.004], [-0.035, 0.022, 0.016], [-0.019, -0.003, -0.019], [0.026, -0.022, 0.012], [-0.022, 0.002, -0.006], [-0.038, 0.021, -0.016], [0.165, -0.613, -0.024], [0.068, 0.176, 0.169], [-0.044, -0.029, -0.004], [0.033, 0.059, 0.026], [-0.001, 0.004, 0.002], [0.005, -0.001, -0.005], [-0.007, 0.004, 0.003], [-0.022, -0.053, -0.034], [0.050, -0.059, 0.016], [0.026, -0.049, -0.038], [-0.005, 0.000, -0.004], [-0.004, 0.003, 0.008], [-0.004, 0.008, 0.003], [-0.037, 0.055, 0.040], [0.106, -0.081, 0.034], [-0.030, -0.013, -0.013], [0.004, 0.021, 0.005], [0.002, -0.002, -0.003], [0.000, 0.007, 0.019], [0.080, -0.052, 0.001], [0.001, 0.005, 0.007], [-0.001, -0.003, -0.001], [0.001, 0.000, 0.000], [0.000, 0.000, -0.001], [0.000, 0.001, -0.002], [0.001, -0.003, -0.002], [0.000, -0.001, -0.001], [0.000, -0.001, 0.001], [-0.001, 0.000, 0.000], [0.001, -0.006, -0.010], [0.011, 0.003, 0.001], [-0.001, 0.002, -0.001], [0.001, -0.001, 0.000], [-0.001, 0.000, 0.000], [-0.010, 0.001, -0.003]], "charge": 3, "e_above_lowest_kcal_mol": 9.5, "gap_ev": 6.2, "total_energy_ev": -136803.5253, "homo_energy_ev": -16.38}

Record 2
{"formula": "C31H40HgIN7O2S2Se", "method": "wB97M-V/def2-TZVPD", "elements": ["Hg", "N", "C", "N", "C", "N", "C", "C", "N", "C", "C", "N", "H", "H", "H", "H", "H", "C", "C", "C", "N", "C", "S", "N", "C", "O", "C", "C", "C", "C", "C", "C", "H", "H", "H", "H", "H", "H", "H", "H", "H", "H", "H", "H", "H", "H", "C", "C", "C", "C", "C", "C", "Se", "C", "C", "C", "H", "H", "H", "H", "H", "H", "H", "H", "H", "H", "H", "I", "C", "H", "H", "O", "S", "C", "C", "C", "C", "H", "H", "H", "H", "H", "H", "H", "H"], "positions_angstrom": [[0.1077, -0.6017, 0.2674], [-2.1646, -4.2781, -1.8937], [-1.5866, -3.7540, -0.8062], [-1.7833, -2.4540, -0.7734], [-2.4724, -2.2220, -1.9422], [-2.7210, -3.3149, -2.6334], [-2.8805, -0.9053, -2.4298], [-3.7962, -0.7771, -3.4777], [-4.1427, 0.4023, -3.9659], [-3.5790, 1.4678, -3.4055], [-2.6879, 1.3482, -2.3513], [-2.3366, 0.1640, -1.8690], [-2.1215, -5.2234, -2.2301], [-1.1180, -4.3474, -0.0460], [-4.2517, -1.6539, -3.9202], [-3.8546, 2.4318, -3.8135], [-2.2556, 2.2104, -1.8599], [6.5023, -0.5607, -3.8629], [5.5934, -1.6861, -3.3797], [4.3433, -1.1353, -2.7052], [3.4961, -2.2370, -2.2645], [2.1359, -1.9425, -1.8267], [1.5383, -3.5349, -1.1981], [1.3120, -1.6205, -3.0064], [1.3580, -0.5875, -3.9086], [1.0803, -0.8024, -5.0812], [1.5829, 0.8217, -3.4555], [0.7630, 1.3889, -2.4883], [0.8637, 2.7346, -2.1767], [1.7674, 3.5372, -2.8521], [2.5741, 2.9820, -3.8340], [2.4842, 1.6348, -4.1352], [7.4222, -0.9657, -4.2867], [6.7585, 0.1057, -3.0382], [6.0033, 0.0344, -4.6293], [6.1306, -2.3259, -2.6724], [5.2866, -2.3164, -4.2184], [3.7871, -0.5431, -3.4308], [4.6354, -0.4698, -1.8821], [3.9596, -2.7957, -1.5589], [1.0660, -2.4740, -3.4916], [0.0159, 0.7805, -1.9995], [0.2351, 3.1474, -1.3975], [1.8369, 4.5904, -2.6152], [3.2791, 3.6036, -4.3707], [3.1128, 1.2094, -4.9077], [-1.2981, 4.7892, 6.0721], [-1.3608, 3.9143, 4.8474], [-0.5625, 2.7858, 4.7454], [-0.5966, 1.9486, 3.6342], [0.3218, 0.7694, 3.5699], [-1.4785, 2.2528, 2.5900], [-1.7526, 1.1099, 1.0606], [-2.2558, 3.4197, 2.6490], [-3.1589, 3.8204, 1.5151], [-2.1878, 4.2262, 3.7777], [-0.7426, 4.2914, 6.8664], [-2.2949, 5.0299, 6.4457], [-0.7964, 5.7335, 5.8480], [0.1088, 2.5399, 5.5621], [0.8051, 0.5889, 4.5304], [1.1036, 0.9402, 2.8229], [-0.2101, -0.1333, 3.2776], [-4.0289, 3.1616, 1.4609], [-2.6227, 3.7294, 0.5700], [-3.4976, 4.8492, 1.6380], [-2.8038, 5.1196, 3.8139], [4.2734, 1.9522, -0.0437], [2.0727, -0.9282, -0.7050], [2.7517, -1.2795, 0.0704], [2.4304, 0.0409, -1.0608], [-0.0357, -2.1524, 2.5479], [-0.9881, -3.2843, 2.4421], [-1.1018, -4.0118, 4.1336], [-2.1347, -3.1875, 4.8784], [-3.2927, -3.0217, 3.8999], [-2.6750, -2.5529, 2.5893], [-0.1042, -3.9941, 4.5668], [-1.4282, -5.0445, 3.9894], [-1.7096, -2.2099, 5.1169], [-2.4440, -3.6678, 5.8082], [-4.0272, -2.3051, 4.2689], [-3.7945, -3.9836, 3.7623], [-2.5206, -1.4726, 2.5541], [-3.2422, -2.8497, 1.7088]], "atomic_forces_ev_per_a": [[0.643, 0.884, -0.022], [0.238, -0.076, 0.260], [-0.467, 0.119, 0.040], [-0.110, -0.046, -0.396], [0.282, -0.518, 0.405], [-0.147, 0.263, -0.392], [-0.196, 0.370, -0.281], [0.002, -0.178, 0.055], [-0.052, -0.026, -0.070], [0.002, -0.019, 0.017], [-0.050, 0.058, 0.094], [0.079, -0.158, 0.068], [-0.049, -0.013, -0.024], [0.209, -0.049, 0.024], [0.029, -0.022, 0.010], [0.051, 0.062, 0.064], [0.053, 0.053, -0.044], [-0.021, -0.144, 0.099], [-0.159, 0.145, -0.054], [0.214, -0.089, -0.020], [-0.079, -0.574, -0.065], [0.198, 0.437, -0.187], [0.017, 0.021, 0.159], [-0.159, -0.284, 0.152], [-0.167, 0.201, -0.116], [0.128, -0.038, 0.087], [-0.075, 0.187, -0.010], [-0.022, -0.072, -0.044], [-0.055, 0.046, 0.003], [-0.071, -0.038, -0.010], [0.050, 0.050, -0.045], [0.003, -0.056, -0.040], [0.042, 0.070, -0.034], [0.024, 0.027, -0.014], [0.005, 0.029, -0.015], [0.021, -0.006, 0.007], [0.040, -0.061, 0.012], [0.038, 0.050, 0.027], [-0.145, 0.082, -0.055], [0.021, 0.172, 0.091], [0.044, 0.077, -0.132], [0.051, -0.008, 0.022], [0.000, 0.005, 0.027], [0.076, -0.009, 0.037], [0.043, -0.007, 0.035], [-0.030, -0.028, -0.026], [0.013, 0.028, -0.114], [0.035, 0.023, 0.075], [-0.061, -0.012, 0.014], [-0.051, 0.126, -0.004], [-0.041, -0.015, -0.042], [0.333, -0.263, 0.024], [-0.026, -0.419, -0.283], [0.007, -0.021, -0.052], [0.073, -0.060, 0.073], [0.014, -0.045, 0.033], [-0.002, 0.042, 0.042], [-0.012, -0.013, 0.009], [0.013, 0.009, 0.043], [0.030, -0.010, -0.011], [0.033, 0.054, 0.011], [0.028, -0.028, 0.008], [0.028, 0.040, 0.041], [-0.015, 0.017, -0.086], [-0.086, 0.042, -0.063], [-0.038, -0.008, 0.024], [0.005, 0.019, 0.023], [0.060, 0.018, 0.014], [-0.587, -0.632, 0.184], [-0.052, 0.177, 0.075], [-0.244, 0.179, 0.298], [0.490, 0.258, -0.158], [-0.579, -0.276, 0.640], [-0.090, 0.066, -0.409], [-0.037, 0.007, 0.016], [0.069, 0.027, 0.152], [-0.004, -0.300, -0.140], [0.068, -0.008, -0.128], [0.000, -0.036, 0.092], [-0.011, 0.002, 0.049], [0.032, 0.026, 0.012], [-0.042, -0.013, -0.076], [-0.040, 0.020, 0.022], [0.155, 0.001, -0.076], [-0.016, 0.083, -0.035]], "charge": -1, "s2": 0.754, "e_above_lowest_kcal_mol": 6.8, "multiplicity": 2, "gap_ev": [5.5, 3.9], "total_energy_ev": -146615.7344, "homo_energy_ev": [-3.92, -3.84]}